Below is a single CH2N4O molecule at a distorted geometry, with properties calculated with ωB97M-V/def2-TZVPD.

Element x y z (Å)
C  1.31132  -0.10754  0.02213
N  -0.78924  0.65093  0.02933
N  -0.78892  -0.74201  0.04879
N  0.38483  1.16183  -0.00629
N  0.48355  -1.18742  -0.05930
O  2.50418  -0.00661  0.01087
H  -1.46841  1.32263  0.31484
H  -1.63731  -1.09181  -0.36037

Computed properties:
Lowest unoccupied orbital energy (alpha / beta) in eV: -0.57 / -0.57
HOMO energy (alpha / beta) in eV: -8.76 / -8.76
Energy relative to the best compared isomer or geometry (same formula, charge and spin) in kcal per mole: 61.31
Gap between HOMO and LUMO (alpha / beta) in eV: 8.186 / 8.190
M in g mol⁻¹: 86.05
Charge: 0

These are the natural (NBO) partial charges, in e, on atoms 1 to 6:
1. C 0.6212
2. N -0.1274
3. N -0.1875
4. N -0.2043
5. N -0.3398
6. O -0.6061

=====

Below is a molecular structure, C17H28FN3NaOV at a distorted geometry, with properties calculated with ωB97M-V/def2-TZVPD.

Element x y z (Å)
N  0.53434  -1.38941  -1.53362
C  0.70620  -1.41555  -2.72290
O  1.21164  -1.66984  -3.80891
Na  2.74810  -2.22724  -2.25854
V  0.30720  -0.34010  0.10917
N  -0.76518  -1.27419  1.24254
N  -0.39847  1.25635  -0.37771
C  -2.17039  -1.69217  1.04938
C  -0.79540  1.90774  -1.63790
C  -2.59231  -2.76991  2.05904
C  -3.08064  -0.48166  1.22516
C  -2.30553  -2.23690  -0.36086
C  0.47527  2.18373  -2.44649
C  -1.56758  3.20382  -1.39421
C  -1.69721  0.95810  -2.41972
H  -1.88101  -3.60747  2.06729
H  -3.57536  -3.16340  1.76163
H  -2.69056  -2.37361  3.08160
H  -3.03267  -0.09842  2.25274
H  -4.11813  -0.76738  1.01311
H  -2.79842  0.33290  0.54472
H  -2.08736  -1.48933  -1.12905
H  -3.33561  -2.57739  -0.49411
H  -1.63350  -3.08666  -0.51929
H  1.17337  2.79644  -1.85809
H  0.21456  2.72471  -3.36636
H  0.98817  1.25451  -2.73573
H  -0.93465  3.97605  -0.94280
H  -2.43810  3.02237  -0.74849
H  -1.93264  3.57743  -2.35916
H  -2.04239  1.48828  -3.32344
H  -2.57171  0.67682  -1.80970
H  -1.17704  0.05163  -2.73747
C  -0.27934  -1.21389  2.61641
H  0.80328  -1.03060  2.62595
H  -0.77236  -0.40601  3.18275
H  -0.45945  -2.15451  3.15559
C  -0.12822  2.09988  0.78693
H  0.46460  1.53891  1.52888
H  0.45504  2.99949  0.52524
H  -1.05850  2.41818  1.28875
F  6.43080  -0.30677  1.39482
C  5.09659  -0.21257  1.07205
C  4.20071  0.12361  2.07990
C  2.83713  0.17709  1.74160
C  2.41514  -0.09596  0.44276
C  3.35165  -0.28193  -0.57105
C  4.72037  -0.41672  -0.24882
H  4.54386  0.32873  3.09126
H  2.12323  0.46318  2.51666
H  3.05589  -0.14866  -1.63156
H  5.46259  -0.63171  -1.01997

Computed properties:
Lowest unoccupied orbital energy (alpha / beta) in eV: -8.81 / -8.80
HOMO energy (alpha / beta) in eV: -15.64 / -15.65
Gap between HOMO and LUMO (alpha / beta) in eV: 6.826 / 6.846
M in g mol⁻¹: 383.36
Charge: +2

These are the natural (NBO) partial charges, in e, on atoms 1 to 6:
1. N -0.8019
2. C 0.8030
3. O -0.5405
4. Na 0.9795
5. V 1.6171
6. N -0.5037

=====

Below is a molecular structure, C47H43N3O6SZr, with properties calculated with ωB97M-V/def2-TZVPD.

Element x y z (Å)
Zr  -0.55392  0.25506  1.31199
N  -2.56223  -1.66133  5.07675
C  -2.09959  -0.89702  4.03873
S  -0.89532  -1.66416  3.03485
N  -2.61299  0.28592  3.93538
N  -2.11240  1.08030  2.90921
C  -2.65554  2.24540  2.90266
C  -2.37054  3.34242  1.99630
C  -3.13257  4.50943  2.12514
C  -2.91382  5.60877  1.32231
C  -1.89830  5.55724  0.36774
C  -1.13426  4.41782  0.22057
C  -1.36439  3.29420  1.02016
O  -0.62543  2.20788  0.83928
H  -2.44690  -2.65558  4.98828
H  -3.41071  -1.33434  5.51027
H  -3.40624  2.42815  3.66969
H  -3.91100  4.53563  2.87921
H  -3.51582  6.49957  1.43710
H  -1.70811  6.41418  -0.26637
H  -0.34815  4.35678  -0.52195
C  0.85309  0.93559  -4.86898
C  0.17184  -0.18653  -4.11339
C  -0.37488  -1.27100  -5.02481
O  -0.89749  0.33884  -3.32574
C  -0.68457  0.06019  -1.95603
C  0.43724  -0.98788  -1.96769
O  1.10198  -0.72415  -3.19469
C  1.49076  -0.98930  -0.79108
O  1.05827  -0.21898  0.29946
C  2.80835  -0.34260  -1.24807
C  2.79299  1.02936  -1.50206
C  3.94515  1.69922  -1.86709
C  5.14700  1.00578  -1.97797
C  5.17316  -0.35340  -1.72228
C  4.00796  -1.02582  -1.36064
C  1.71133  -2.43346  -0.34068
C  1.82818  -2.75172  1.00531
C  2.03108  -4.06485  1.40965
C  2.13810  -5.07579  0.46802
C  2.04930  -4.76359  -0.88231
C  1.83746  -3.45367  -1.28210
C  -2.01216  -0.39908  -1.29483
O  -1.71027  -0.69670  0.05527
C  -3.06582  0.71154  -1.27503
C  -4.28189  0.42334  -0.65439
C  -5.24269  1.40405  -0.48942
C  -5.00633  2.69541  -0.95036
C  -3.80761  2.98698  -1.57607
C  -2.83949  2.00008  -1.73697
C  -2.55061  -1.64322  -1.98513
C  -3.23325  -1.54291  -3.19355
C  -3.68147  -2.68413  -3.84122
C  -3.45254  -3.93689  -3.28810
C  -2.78110  -4.04147  -2.07861
C  -2.33467  -2.89916  -1.42761
H  0.16532  1.37135  -5.59333
H  1.72713  0.54543  -5.39036
H  1.17569  1.70495  -4.16821
H  -1.16227  -0.85878  -5.65660
H  -0.79929  -2.07719  -4.42623
H  0.42281  -1.66698  -5.65324
H  -0.35890  0.96956  -1.43378
H  -0.01860  -1.97801  -2.01768
H  1.85908  1.57066  -1.40185
H  3.91237  2.76339  -2.06714
H  6.05286  1.52606  -2.26215
H  6.10308  -0.90235  -1.80169
H  4.04892  -2.08844  -1.16226
H  1.75719  -1.96710  1.74686
H  2.09908  -4.29340  2.46570
H  2.29094  -6.10076  0.78061
H  2.14029  -5.54332  -1.62793
H  1.78015  -3.22272  -2.34023
H  -4.45962  -0.57960  -0.28465
H  -6.17746  1.16311  0.00105
H  -5.75406  3.46755  -0.82027
H  -3.61215  3.99059  -1.93207
H  -1.91266  2.24781  -2.23604
H  -3.41325  -0.56568  -3.62336
H  -4.21318  -2.59587  -4.78047
H  -3.80382  -4.82690  -3.79476
H  -2.60519  -5.01410  -1.63648
H  -1.81775  -2.96999  -0.47859
C  2.85911  1.84704  1.87723
C  2.20733  1.05439  2.96581
O  0.99916  0.82902  2.94658
C  3.01318  0.50842  4.07859
C  4.37354  0.78572  4.20507
C  5.09762  0.23378  5.24835
C  4.46910  -0.60086  6.16258
C  3.11516  -0.88729  6.03614
C  2.38686  -0.33444  4.99823
H  2.10531  2.18851  1.17413
H  3.58761  1.22797  1.34924
H  3.38589  2.70285  2.30375
H  4.87052  1.42819  3.49058
H  6.15287  0.45063  5.34715
H  5.03879  -1.03336  6.97501
H  2.62883  -1.54394  6.74507
H  1.33421  -0.55628  4.87355

Computed properties:
Lowest unoccupied orbital energy in eV: -0.44
HOMO energy in eV: -7.80
Energy relative to the best compared isomer or geometry (same formula, charge and spin) in kcal per mole: 0.00
Gap between HOMO and LUMO in eV: 7.355
M in g mol⁻¹: 869.17
Charge: 0

These are the Löwdin partial charges, in e, on atoms 1 to 6:
1. Zr 1.6344
2. N 0.0511
3. C -0.8574
4. S 0.6010
5. N -0.0196
6. N -0.1012

=====

Below is 2 unconnected molecules or ions with the total composition C15H13BF6 at a distorted geometry, with properties calculated with ωB97M-V/def2-TZVPD.

Element x y z (Å)
F  5.58749  1.15276  4.32837
C  5.37489  1.25272  5.68226
F  6.34808  0.52193  6.28242
F  5.60627  2.56713  6.00929
C  3.98842  0.82304  6.07724
C  3.77507  -0.22155  6.98120
C  2.47793  -0.63065  7.24806
C  1.32696  0.00011  6.66059
C  0.04315  -0.53975  6.93809
C  -1.24785  -0.03190  6.62211
C  -1.54282  0.99294  5.67396
C  -2.83470  1.43533  5.44899
C  -3.91404  0.81279  6.07794
C  -5.30542  1.24142  5.69885
F  -6.27196  0.52337  6.32421
F  -5.52623  2.56200  6.00791
F  -5.53741  1.12029  4.35021
C  -3.68841  -0.18993  7.02756
C  -2.39056  -0.59716  7.28643
C  1.60817  1.14372  5.85225
C  2.90394  1.51104  5.52802
H  4.61908  -0.72400  7.45921
H  2.31014  -1.46235  7.93591
H  0.05397  -1.41089  7.59043
H  -0.76068  1.43868  5.06811
H  -2.99680  2.25716  4.74804
H  -4.52682  -0.65780  7.54871
H  -2.21462  -1.38742  8.02265
H  0.81022  1.77213  5.47224
H  3.05920  2.34345  4.84176
H  -0.04684  -2.78855  6.70784
B  -0.07928  -4.06176  6.76929
H  -0.73891  -4.35588  7.75380
H  -0.61974  -4.40897  5.70642
H  1.08773  -4.42943  6.84645

Computed properties:
Lowest unoccupied orbital energy in eV: -3.51
HOMO energy in eV: -8.72
Energy relative to the best compared isomer or geometry (same formula, charge and spin) in kcal per mole: 65.74
Gap between HOMO and LUMO in eV: 5.207
M in g mol⁻¹: 318.07
Charge: 0

These are the natural (NBO) partial charges, in e, on atoms 1 to 6:
1. F -0.3184
2. C 0.9691
3. F -0.3129
4. F -0.3216
5. C -0.0722
6. C -0.1930